{"formula": "C10H21BNO4", "method": "the ωB97M-V functional and the def2-TZVPD basis", "homo_ev": -13.4, "charge": 1, "e_tot_ev": -21062.7007, "homo_lumo_gap_ev": 10.34, "fmax_ev_per_a": 0.53, "species": ["C", "C", "B", "O", "C", "C", "C", "C", "N", "H", "H", "H", "H", "H", "H", "H", "H", "H", "H", "H", "H", "H", "H", "H", "C", "C", "C", "O", "C", "O", "O", "H", "H", "H", "H", "H", "H"], "xyz": [[1.527642, 1.622136, -1.995853], [1.465716, 0.104589, -1.756092], [0.111909, -0.548845, -2.127836], [-0.041374, -1.630834, -2.966945], [-1.196339, 0.139590, -1.503066], [-1.884404, 1.295637, -2.235539], [-3.138319, 1.570462, -1.388501], [-3.429720, 0.230055, -0.680328], [-2.430953, -0.722230, -1.294093], [2.487122, 2.018640, -1.667278], [1.395334, 1.882225, -3.046859], [0.768691, 2.138213, -1.408364], [2.302172, -0.408208, -2.234145], [1.560359, -0.053585, -0.674730], [-0.204919, -2.525832, -2.645199], [-0.942938, 0.499255, -0.496233], [-1.248968, 2.163681, -2.375983], [-2.180542, 0.946329, -3.231047], [-2.949349, 2.330198, -0.634198], [-3.971933, 1.899645, -2.003766], [-4.432509, -0.169571, -0.810464], [-3.201650, 0.277297, 0.380960], [-2.763309, -1.002543, -2.218892], [-2.282821, -1.568961, -0.749245], [1.830675, -2.462999, 3.404286], [2.231420, -1.142680, 2.805365], [2.349120, 0.015947, 3.782270], [1.960613, 1.141703, 2.980284], [1.190578, 0.705347, 1.976389], [0.578935, 1.411421, 1.231138], [1.199597, -0.644050, 1.911665], [2.510069, -2.714434, 4.219459], [0.817559, -2.402746, 3.802419], [1.874566, -3.263282, 2.668172], [3.142521, -1.232652, 2.209105], [3.351953, 0.181176, 4.162976], [1.643495, -0.080096, 4.610168]], "forces_ev_per_angstrom": [[0.1, 0.1, 0.2], [0.1, 0.0, -0.3], [-0.4, -0.1, -0.1], [0.0, -0.3, 0.4], [0.0, 0.2, 0.5], [0.0, -0.1, -0.2], [0.0, -0.1, 0.1], [-0.1, 0.0, -0.1], [0.1, 0.1, -0.2], [0.0, 0.0, -0.1], [0.0, 0.0, 0.0], [0.0, 0.0, 0.0], [0.0, 0.0, 0.0], [0.0, -0.1, 0.0], [0.0, 0.3, -0.2], [0.1, -0.1, 0.0], [0.0, 0.0, 0.1], [0.1, 0.1, 0.0], [0.0, 0.1, 0.0], [0.0, 0.0, 0.0], [0.0, 0.1, -0.1], [0.0, 0.0, 0.0], [0.0, -0.2, 0.0], [0.0, 0.1, 0.1], [-0.1, 0.0, 0.0], [0.1, 0.1, 0.0], [-0.1, -0.1, 0.0], [0.0, 0.0, 0.0], [0.1, 0.0, 0.1], [-0.1, -0.1, -0.1], [0.0, 0.0, -0.1], [0.0, 0.0, 0.0], [0.0, 0.0, 0.0], [0.0, 0.0, 0.0], [0.0, 0.0, 0.0], [0.0, 0.0, 0.0], [0.0, 0.0, 0.0]], "mulliken_charge": [-1.1441, 0.1362, 0.0527, -0.5458, -0.0866, -0.8917, -0.5831, -0.5601, -0.0327, 0.3886, 0.3779, 0.2222, 0.4144, -0.1799, 0.3349, 0.1951, 0.4068, 0.4030, 0.3111, 0.3968, 0.3972, 0.2880, 0.3594, 0.3607, -1.4712, 0.5124, -0.5297, -0.3672, 0.6345, -0.4981, -0.2949, 0.3867, 0.3625, 0.3606, 0.2627, 0.3113, 0.3094]}

{"formula": "C10H21BO", "method": "the ωB97M-V functional and the def2-TZVPD basis", "homo_ev": [-8.2, -8.2], "charge": 0, "e_above_lowest_kj_mol": 438.2, "e_tot_ev": -13429.0930, "homo_lumo_gap_ev": [7.66, 7.66], "fmax_ev_per_a": 5.52, "species": ["B", "C", "C", "C", "C", "C", "C", "C", "C", "C", "C", "O", "H", "H", "H", "H", "H", "H", "H", "H", "H", "H", "H", "H", "H", "H", "H", "H", "H", "H", "H", "H", "H"], "xyz": [[2.717512, -0.607404, -0.111813], [2.612582, 1.946431, -0.233604], [3.164295, 0.812980, 0.240755], [2.935497, -2.111615, -0.433331], [-1.425562, 1.881161, -0.627464], [-2.728299, 0.458689, 0.905576], [-2.184580, -0.148711, -1.465527], [0.149114, 0.310427, 1.503463], [-0.586634, -1.898883, 0.330311], [-1.623822, 0.429018, -0.178753], [-0.311692, -0.350240, 0.238025], [0.601172, -0.181391, -0.726878], [2.702587, 2.823642, 0.329675], [2.233100, 2.077218, -1.164850], [3.709424, 0.762224, 1.177936], [2.538271, -2.221778, -1.399460], [2.290926, -2.792461, 0.003757], [3.993310, -2.348819, -0.692063], [-0.974071, 2.488367, 0.185631], [-0.722745, 1.968453, -1.367224], [-2.245193, 2.421140, -1.091229], [-2.661782, 1.187647, 1.578329], [-3.586454, 0.596307, 0.413786], [-2.876419, -0.550666, 1.366791], [-2.942035, -0.945820, -1.328171], [-2.686485, 0.581441, -2.049177], [-1.376859, -0.786941, -2.001601], [-0.506364, 0.466848, 2.365024], [0.515301, 1.238371, 1.265420], [0.979102, -0.318175, 2.086283], [0.077726, -2.455451, 1.057442], [-1.488331, -2.319295, 0.394589], [-0.292576, -2.412723, -0.571636]], "forces_ev_per_angstrom": [[-2.8, 0.5, -1.7], [2.1, -1.4, 2.2], [-0.9, -1.3, -0.2], [2.2, 2.5, -0.7], [0.8, 0.9, 2.7], [2.5, -4.8, -1.3], [0.7, -4.0, -0.4], [1.1, -3.2, 3.4], [4.1, 0.3, 0.5], [-1.3, 0.5, -0.6], [-1.9, -0.6, 0.4], [4.2, 0.0, -0.7], [0.4, 1.3, 0.8], [-1.7, -0.2, -2.5], [0.1, 0.6, 0.3], [-1.0, 0.6, -1.9], [-0.6, -1.5, 1.8], [-0.5, -0.3, 1.2], [-0.6, 0.0, -0.2], [2.1, -0.4, -2.0], [-0.8, -0.3, 0.7], [0.7, 2.9, 3.0], [-3.5, 0.8, -2.0], [0.4, 0.8, 0.0], [0.0, 0.3, 0.5], [0.0, 0.6, -0.9], [-1.1, 1.8, 0.3], [-0.8, -0.2, -0.5], [1.2, 2.1, -0.5], [-1.0, 1.1, -1.6], [-0.6, 1.0, -0.1], [-4.2, -0.8, 1.2], [0.6, 0.6, -0.9]], "mulliken_charge": [0.4638, -0.5845, -0.2309, -1.0568, -1.9115, -2.4303, -1.6897, -1.9744, -2.1423, 1.9219, 2.0265, -0.8766, 0.2626, 0.3129, 0.3059, 0.3735, 0.4039, 0.3485, 0.3354, 0.5384, 0.4564, 0.5904, 0.7369, 0.3211, 0.3687, 0.4567, 0.1696, 0.4118, 0.4684, 0.2500, 0.3066, 0.6054, 0.4618]}

{"formula": "C10H21Br3O15S4", "method": "the ωB97M-V functional and the def2-TZVPD basis", "homo_ev": -7.3, "charge": 0, "e_above_lowest_kj_mol": 2067.9, "e_tot_ev": -294865.5283, "homo_lumo_gap_ev": 6.75, "fmax_ev_per_a": 13.69, "species": ["O", "S", "O", "O", "C", "C", "C", "H", "H", "H", "H", "H", "H", "H", "H", "C", "Br", "Br", "Br", "H", "C", "C", "O", "S", "O", "O", "O", "H", "H", "H", "H", "C", "C", "O", "S", "O", "O", "O", "H", "H", "H", "H", "C", "C", "O", "S", "O", "O", "O", "H", "H", "H", "H"], "xyz": [[3.302742, -0.352459, 1.090367], [1.889518, -0.248664, 0.610423], [1.181894, 1.030301, 0.358211], [1.676753, -1.112757, -0.795691], [2.587672, -2.170060, -1.015843], [3.811498, -1.714563, -1.807370], [0.706793, -1.268120, 1.693937], [2.017618, -2.783095, -1.713927], [2.758768, -2.744028, -0.105136], [4.447855, -1.008049, -1.274469], [3.543609, -1.327774, -2.790601], [4.546555, -2.499120, -1.986985], [1.211061, -2.169194, 2.043063], [-0.115823, -1.386269, 0.988632], [0.225359, -0.634131, 2.438502], [-2.266625, 0.074460, 0.258024], [-0.917651, 0.308362, -1.180563], [-1.399420, -0.957740, 1.650918], [-3.869056, -0.888141, -0.632157], [-2.592810, 1.066594, 0.570075], [0.502132, -1.275490, -2.560086], [0.129514, -0.266774, -3.716168], [0.151061, -0.962035, -4.860493], [-0.143357, -2.521663, -4.610936], [0.950335, -3.348075, -5.081894], [-1.451744, -2.784207, -5.183413], [-0.164371, -2.424141, -2.945257], [0.258038, -0.888699, -1.570683], [1.589595, -1.347309, -2.579113], [0.796231, 0.594188, -3.764607], [-0.870140, 0.156737, -3.619051], [1.200615, 3.155027, -0.206226], [0.291786, 2.392439, -1.077766], [-0.953176, 2.913884, -0.769829], [-1.110884, 3.012184, 0.907084], [-1.524473, 1.789574, 1.559088], [-1.811761, 4.267057, 1.259541], [0.479165, 3.217502, 1.081275], [1.279097, 4.203578, -0.493423], [2.239596, 2.826840, -0.176248], [0.482419, 1.328673, -0.935805], [0.429678, 2.648038, -2.128357], [-1.387566, -0.354326, 4.245633], [-1.746676, 1.187999, 4.425088], [-3.181549, 1.236265, 4.400163], [-3.709543, 0.254833, 3.213401], [-3.686559, 0.979575, 1.933110], [-4.931985, -0.394587, 3.670937], [-2.369001, -0.776240, 3.286002], [-1.348139, -0.951973, 5.156327], [-0.459351, -0.391811, 3.675431], [-1.314725, 1.836163, 3.662581], [-1.360576, 1.471222, 5.404282]], "forces_ev_per_angstrom": [[-3.2, 0.8, -1.7], [0.4, -1.4, 2.9], [4.3, -5.6, 3.6], [2.9, 2.6, 5.5], [0.8, -1.2, -1.1], [1.0, 0.0, 0.6], [9.5, -0.2, -0.2], [0.1, -0.6, 0.5], [0.3, 0.2, 0.0], [-0.5, 0.5, 0.1], [-0.1, 0.1, 0.1], [-0.5, -0.6, 0.0], [0.4, 0.1, 0.2], [3.5, -1.8, -2.3], [3.1, -0.2, 0.1], [-2.4, -1.8, -2.3], [-8.9, -2.5, 2.3], [-7.8, 0.9, -11.2], [1.1, 0.6, 0.7], [-0.2, -1.7, -1.1], [0.9, 1.7, -4.2], [-0.4, 1.9, 3.0], [0.9, -2.5, -2.6], [-1.0, -1.3, -1.4], [-1.0, 1.4, 1.1], [1.7, 0.2, 1.6], [-0.7, -1.5, -1.9], [0.2, -2.6, -2.5], [-0.7, -0.4, -1.5], [0.4, -0.2, -0.1], [-0.1, -0.1, 0.2], [0.5, 3.1, 0.1], [2.7, 3.1, -2.9], [-2.8, 0.2, 2.7], [1.1, 3.7, -0.5], [2.4, 3.5, 0.2], [1.5, -3.4, -1.1], [-0.4, -0.2, 0.4], [-0.3, 0.2, -0.2], [-0.5, -0.4, 0.7], [0.5, 3.1, -0.9], [0.1, 0.2, -0.2], [-0.6, 2.5, -0.2], [0.8, -1.3, 1.0], [0.1, -0.6, -0.8], [-2.3, 1.1, 0.3], [-1.6, -2.0, 4.4], [2.6, 1.0, -1.0], [-6.8, 1.5, 8.8], [-0.3, 0.1, -0.2], [0.0, -0.1, 1.0], [-0.1, -0.4, 0.1], [-0.5, 0.3, 0.0]], "mulliken_charge": [-0.6847, 0.8249, -0.2565, -0.3694, -0.7889, -0.9732, -0.0346, 0.4836, 0.5420, 0.3145, 0.1702, 0.4178, 0.3835, 0.3936, -0.9551, -1.0581, 0.1921, 0.2175, -0.0809, 0.8319, 0.5492, -0.3533, -0.4130, 1.1705, -0.5802, -0.5876, -0.3989, 0.1307, -0.2278, 0.3011, 0.4633, -0.7482, 0.3376, -0.5266, 1.0274, -0.0429, -0.6920, -0.4037, 0.4265, 0.3262, -0.0292, 0.4179, -0.1371, -0.0500, -0.3554, 0.9998, -0.3152, -0.5855, -0.3418, 0.3450, 0.3238, -0.0666, 0.4658]}